Record 1
The following is a DFT calculation (ωB97M-V/def2-TZVPD) of a cluster of 2 separate species, C4H11N2S in total in a non-equilibrium geometry.

Atoms and positions in Å:
C  0.295  2.771  0.523
C  -1.219  2.593  0.720
S  -1.735  0.861  0.595
H  0.641  2.190  -0.333
H  0.778  2.354  1.411
H  0.586  3.823  0.399
H  -1.764  3.144  -0.051
H  -1.465  3.000  1.706
C  1.433  -2.297  -0.267
C  0.630  -1.523  -0.997
N  0.564  -1.543  -2.404
N  1.572  -2.184  1.170
H  2.045  -3.112  -0.669
H  -0.124  -0.972  -0.424
H  1.379  -1.154  -2.837
H  -0.251  -1.010  -2.674
H  2.556  -2.265  1.379
H  1.141  -2.979  1.634

Summary:
energy relative to the best compared isomer or geometry (same formula, charge and spin): 36.4 kcal/mol
highest occupied orbital energy: -0.082 hartree
charge: -1
DFT total energy: -18141.5198 eV
orbital gap: 5.944 eV

---

Record 2
The following is a DFT calculation (ωB97M-V/def2-TZVPD) of the ion C4H11N2S with charge -1 in a non-equilibrium geometry.

Atoms and positions in Å:
C  2.231  0.342  -0.877
N  1.113  0.884  -0.105
C  -0.056  -0.017  -0.016
C  -1.333  0.813  -0.204
N  -2.534  0.009  -0.530
C  -0.058  -0.839  1.270
S  -1.065  -2.382  1.236
H  1.855  0.141  -1.882
H  3.056  1.032  -0.968
H  2.582  -0.590  -0.458
H  1.466  1.093  0.809
H  0.062  -0.702  -0.867
H  -1.198  1.482  -1.039
H  -1.529  1.306  0.736
H  -2.814  -0.478  0.323
H  -2.255  -0.792  -1.057
H  -0.503  -0.254  2.081
H  0.980  -1.049  1.548

Summary:
energy relative to the best compared isomer or geometry (same formula, charge and spin): 17.3 kcal/mol
SMILES: CN[C@H](CN)C[S-]
highest occupied orbital energy: -0.093 hartree
charge: -1
DFT total energy: -18142.3500 eV
orbital gap: 6.292 eV

---

Record 3
The following is a DFT calculation (ωB97M-V/def2-TZVPD) of the molecule C4H11N2S in a non-equilibrium geometry.

Atoms and positions in Å:
C  -0.372  -0.692  -0.647
N  -0.885  -0.646  0.868
C  0.086  -0.705  1.994
N  1.310  -1.513  1.891
C  0.298  0.541  -1.222
C  -0.616  1.638  -1.771
S  -0.014  3.403  -1.733
H  -1.238  -1.040  -1.272
H  0.485  -1.398  -0.534
H  -1.371  0.257  0.977
H  0.389  0.424  2.101
H  -0.386  -0.976  2.934
H  0.895  -2.408  1.790
H  1.809  -1.375  1.085
H  0.963  0.875  -0.366
H  1.074  0.392  -2.007
H  -1.500  1.699  -1.266
H  -0.925  1.521  -2.820

Summary:
energy relative to the best compared isomer or geometry (same formula, charge and spin): 36.9 kcal/mol
highest occupied orbital energy (alpha / beta): -0.325 / -0.324 hartree
charge: 0
multiplicity: 2
DFT total energy: -18138.9184 eV
orbital gap (alpha / beta): 9.760 / 6.859 eV

---

Record 4
The following is a DFT calculation (ωB97M-V/def2-TZVPD) of a cluster of 2 separate species, C4H11N2S in total in a non-equilibrium geometry.

Atoms and positions in Å:
C  -1.053  0.263  0.249
C  -1.808  1.809  2.071
C  2.472  -0.746  -0.548
C  0.844  -2.040  -1.854
N  -0.856  0.940  1.291
N  1.215  -1.346  -0.708
S  -2.415  -0.447  -0.390
H  -1.248  1.802  3.034
H  -1.897  2.862  1.672
H  -2.826  1.322  2.126
H  3.166  -1.561  -0.720
H  2.761  -0.449  0.537
H  2.732  0.189  -1.017
H  1.379  -2.948  -1.928
H  1.319  -1.509  -2.758
H  -0.250  -2.169  -1.812
H  0.134  1.105  1.567
H  -3.493  -0.193  0.499

Summary:
energy relative to the best compared isomer or geometry (same formula, charge and spin): 137.0 kcal/mol
highest occupied orbital energy (alpha / beta): -0.469 / -0.475 hartree
charge: +1
DFT total energy: -18129.5789 eV
orbital gap (alpha / beta): 6.285 / 8.919 eV

---

Record 5
The following is a DFT calculation (ωB97M-V/def2-TZVPD) of a cluster of 2 separate species, C4H11N2S in total in a non-equilibrium geometry.

Atoms and positions in Å:
C  0.257  1.032  -0.150
C  2.466  2.041  -1.022
C  1.697  1.278  0.013
C  -1.929  -0.090  -0.264
N  -0.791  0.614  -0.353
N  -2.550  -0.217  -1.643
S  -3.062  0.639  0.971
H  -2.648  -3.502  -0.544
H  3.587  2.028  -0.733
H  2.428  1.537  -1.982
H  1.980  3.046  -1.150
H  1.978  1.758  0.933
H  1.985  0.268  0.185
H  -2.452  -2.966  -0.094
H  -3.040  0.643  -1.822
H  -3.215  -1.053  -1.635
H  -1.691  -0.231  -2.174
H  -3.456  -0.534  1.673

Summary:
energy relative to the best compared isomer or geometry (same formula, charge and spin): 104.2 kcal/mol
highest occupied orbital energy: -0.444 hartree
charge: +1
DFT total energy: -18130.9987 eV
orbital gap: 8.554 eV

---

Record 6
The following is a DFT calculation (ωB97M-V/def2-TZVPD) of a cluster of 2 separate species, C4H11N2S in total in a non-equilibrium geometry.

Atoms and positions in Å:
C  0.038  1.197  0.509
C  -1.720  0.120  -0.061
C  -2.918  0.922  -0.222
C  1.941  -0.299  -0.524
N  2.986  -1.139  -0.173
N  1.125  0.254  0.705
S  -1.615  -1.525  0.089
H  0.180  1.772  -0.407
H  -2.679  1.982  -0.234
H  -3.429  0.656  -1.153
H  -3.635  0.733  0.585
H  2.309  0.591  -1.039
H  1.207  -0.814  -1.144
H  3.787  -0.729  0.283
H  2.761  -2.053  0.182
H  0.785  -0.539  1.262
H  1.784  0.774  1.300
H  -2.907  -1.902  0.039

Summary:
energy relative to the best compared isomer or geometry (same formula, charge and spin): 65.8 kcal/mol
highest occupied orbital energy (alpha / beta): -0.396 / -0.521 hartree
charge: +1
multiplicity: 3
DFT total energy: -18129.0586 eV
orbital gap (alpha / beta): 7.379 / 8.377 eV

---

Record 7
The following is a DFT calculation (ωB97M-V/def2-TZVPD) of a cluster of 2 separate species, C4H11N3 in total in a non-equilibrium geometry.

Atoms and positions in Å:
H  1.346  2.162  1.619
N  1.750  1.310  1.226
C  1.039  0.823  0.253
C  0.639  1.603  -0.937
C  -0.030  1.118  -1.974
H  1.382  -0.197  -0.051
H  0.889  2.659  -0.892
H  -0.286  0.071  -2.038
H  -0.385  1.751  -2.774
C  -0.433  -2.218  0.100
N  -1.159  -1.445  1.059
N  -0.788  0.169  0.879
H  0.588  -1.803  -0.086
H  -0.939  -2.170  -0.867
H  -0.326  -3.251  0.437
H  -0.770  -1.627  1.988
H  -0.969  0.580  1.791
H  -1.547  0.466  0.268

Summary:
energy relative to the best compared isomer or geometry (same formula, charge and spin): 120.9 kcal/mol
SMILES: [H]/N=C\C=C.CNN
highest occupied orbital energy: -0.300 hartree
charge: 0
DFT total energy: -8792.3764 eV
orbital gap: 9.151 eV

---

Record 8
The following is a DFT calculation (ωB97M-V/def2-TZVPD) of a cluster of 2 separate species, C4H11N3 in total in a non-equilibrium geometry.

Atoms and positions in Å:
C  -2.506  0.817  0.383
C  -1.631  -0.415  0.159
C  -0.197  -0.152  -0.266
N  0.708  0.185  0.741
C  2.053  0.247  0.324
N  2.492  -0.640  -0.617
N  2.924  1.010  0.892
H  -3.559  0.563  0.279
H  -2.329  1.303  1.341
H  -2.328  1.537  -0.421
H  -1.702  -1.095  1.005
H  -2.045  -0.901  -0.729
H  -0.141  0.387  -1.209
H  0.426  -1.122  0.137
H  -0.003  -1.984  -0.868
H  1.889  -1.233  -1.156
H  3.435  -0.452  -0.903
H  2.514  1.945  0.908

Summary:
energy relative to the best compared isomer or geometry (same formula, charge and spin): 157.0 kcal/mol
highest occupied orbital energy: -0.309 hartree
charge: 0
DFT total energy: -8790.8095 eV
orbital gap: 7.638 eV